No. 1
Entry from the OMol25 dataset: a cluster of 2 separate species, C24H34ClFN2O2PS in total (the ωB97M-V functional and the def2-TZVPD basis).

Properties
* LUMO energy: -2.247 eV
* Kohn-Sham gap: 7.99 eV
* E_tot: -67871.1345 eV
* multiplicity: 1
* net charge: +1
* E_HOMO: -10.236 eV

Cartesian coordinates (Å):
1 C 5.7155 0.7453 3.9333
2 C 5.6920 -0.6859 3.2245
3 Cl 5.2327 -1.9938 4.3971
4 C 4.8557 -0.6790 1.8726
5 C 3.4688 -1.3807 1.9517
6 C 3.3289 -2.8046 1.5421
7 C 1.9949 -3.4568 1.5866
8 C 0.7858 -2.7434 2.0153
9 C 0.9113 -1.2877 2.4675
10 C 2.2439 -0.7057 2.4098
11 S 2.4086 1.0484 2.9701
12 C 0.7561 1.7378 2.5423
13 C 0.6941 3.1689 2.2238
14 C -0.6279 3.7430 1.8746
15 P -0.6512 5.5937 1.4833
16 O -1.6106 6.2164 2.7256
17 O 0.9297 6.1306 1.8294
18 C -1.8443 2.8988 1.8347
19 C -1.7268 1.4685 2.1687
20 F -2.9201 0.7387 2.1179
21 C -0.3969 0.8217 2.5473
22 N -0.3315 -0.6055 2.9081
23 H 4.8184 0.9128 4.5838
24 H 5.7713 1.4910 3.0900
25 H 6.6661 0.8767 4.5230
26 H 6.7674 -0.8699 2.9292
27 H 5.4750 -1.1624 1.0666
28 H 4.7401 0.4039 1.5680
29 H 4.1971 -3.4112 1.1979
30 H 1.8413 -4.5207 1.2615
31 H -0.2175 -3.2468 2.0132
32 H 1.6338 3.7729 2.2768
33 H -2.0332 7.0297 2.3958
34 H 1.1038 5.8029 2.7390
35 H -2.8111 3.3765 1.5428
36 H -1.1063 -1.0664 2.4126
37 C -4.0172 -2.2681 -5.3461
38 C -3.2474 -0.9710 -5.1265
39 C -1.8197 -1.1919 -4.6249
40 C -1.6435 -1.7919 -3.2366
41 N -2.1779 -0.9831 -2.0531
42 C -1.2618 -1.2042 -0.8413
43 C -0.1494 -0.2084 -1.0547
44 C -0.8413 1.0099 -1.5803
45 C -2.1508 0.5352 -2.2021
46 C -3.5645 -1.4551 -1.6942
47 H -4.1590 -2.8205 -4.4139
48 H -5.0040 -2.0516 -5.7586
49 H -3.4944 -2.9164 -6.0525
50 H -3.8074 -0.3149 -4.4538
51 H -3.1894 -0.4429 -6.0820
52 H -1.2593 -0.2546 -4.6941
53 H -1.3174 -1.8639 -5.3291
54 H -0.5731 -1.9301 -3.0734
55 H -2.0923 -2.7851 -3.1738
56 H -1.8308 -0.9694 0.0614
57 H -0.9287 -2.2421 -0.8169
58 H 0.5774 -0.5719 -1.7858
59 H 0.3952 -0.0005 -0.1325
60 H -0.2354 1.5526 -2.3073
61 H -1.0417 1.7009 -0.7578
62 H -2.2684 0.8403 -3.2369
63 H -2.9993 0.9297 -1.6410
64 H -3.5206 -2.5226 -1.4814
65 H -4.2328 -1.2510 -2.5277
66 H -3.9003 -0.9152 -0.8094

No. 2
Entry from the OMol25 dataset: a structure of composition C24H34ClIrN5P (the ωB97M-V functional and the def2-TZVPD basis).

Properties
* LUMO energy (spin up / spin down): -13.581 / -13.586 eV
* Kohn-Sham gap (spin up / spin down): 5.99 / 5.98 eV
* E_tot: -57501.0484 eV
* multiplicity: 1
* net charge: +4
* energy above the lowest of the compared OMol25 structures with the same formula, charge and spin: 0.0 kcal/mol
* E_HOMO (spin up / spin down): -19.569 / -19.570 eV

Cartesian coordinates (Å):
1 Ir 0.3775 0.4433 0.1149
2 Cl 0.3044 0.4095 2.6111
3 C -0.2365 -1.1765 3.1633
4 C -0.1447 -1.4770 4.4988
5 C -0.5961 -2.7309 4.9158
6 C -1.1205 -3.6336 4.0010
7 C -1.1924 -3.3056 2.6539
8 C -0.7566 -2.0504 2.2242
9 P -0.8677 -1.5571 0.5167
10 C -2.2331 -0.4332 0.3165
11 C -2.5314 -0.0105 -1.0025
12 C -3.6232 0.8134 -1.2327
13 C -4.3920 1.2517 -0.1575
14 C -4.0902 0.8474 1.1514
15 C -3.0107 0.0228 1.3983
16 C -1.1569 -3.0050 -0.4529
17 C -2.4346 -3.2807 -0.9665
18 C -2.6489 -4.4781 -1.6225
19 C -1.5952 -5.3646 -1.8342
20 C -0.3277 -5.0879 -1.3231
21 C -0.0953 -3.9029 -0.6567
22 H 0.2655 -0.7710 5.2102
23 H -0.5245 -2.9961 5.9627
24 H -1.4708 -4.6011 4.3356
25 H -1.5999 -4.0130 1.9434
26 H -1.9406 -0.3741 -1.8371
27 H -3.8847 1.0975 -2.2448
28 H -5.2375 1.9066 -0.3319
29 H -4.7217 1.1626 1.9730
30 H -2.8009 -0.3023 2.4104
31 H -3.2570 -2.5889 -0.8450
32 H -3.6468 -4.7318 -1.9538
33 H -1.7667 -6.2809 -2.3839
34 H 0.4707 -5.8102 -1.4280
35 H 0.9020 -3.6786 -0.2937
36 N 2.9157 4.7648 -1.1309
37 C 2.5271 3.2990 -1.0360
38 C 2.1193 2.8133 -2.4259
39 C 2.0113 1.2897 -2.5505
40 N 0.7425 0.7174 -1.9840
41 C 3.2145 0.5730 -1.9687
42 C 3.5572 1.0112 -0.5617
43 N 2.5703 0.4390 0.4045
44 C 3.7118 2.5299 -0.4614
45 H 2.1638 5.3455 -1.5155
46 H 3.7319 4.8913 -1.7402
47 H 3.1649 5.1571 -0.2169
48 H 1.6766 3.2512 -0.3512
49 H 2.8680 3.1221 -3.1626
50 H 1.1759 3.2834 -2.7224
51 H 1.9983 1.0751 -3.6199
52 H 0.6926 -0.2422 -2.3284
53 H -0.0541 1.1946 -2.4045
54 H 4.0768 0.7663 -2.6095
55 H 3.0507 -0.5090 -1.9954
56 H 4.5329 0.5878 -0.3178
57 H 2.7656 0.7749 1.3470
58 H 2.7491 -0.5640 0.4373
59 H 4.6225 2.7736 -1.0186
60 H 3.8839 2.8246 0.5782
61 N -0.1913 3.5150 0.9564
62 N -0.9261 2.4389 0.3310
63 H 0.0267 3.2494 1.9106
64 H -0.7688 4.3524 1.0068
65 H -1.2749 2.7910 -0.5551
66 H -1.7503 2.1709 0.8710

No. 3
Entry from the OMol25 dataset: a structure of composition C24H34InN2S6 (the ωB97M-V functional and the def2-TZVPD basis).

Properties
* LUMO energy: -2.739 eV
* Kohn-Sham gap: 7.63 eV
* E_tot: -98601.8678 eV
* multiplicity: 1
* net charge: +1
* energy above the lowest of the compared OMol25 structures with the same formula, charge and spin: 4.1 kcal/mol
* E_HOMO: -10.366 eV

Cartesian coordinates (Å):
1 In 0.0962 0.3319 -0.3101
2 C 1.5103 -0.5533 2.8461
3 C 2.3283 -1.7195 2.2932
4 S 2.0455 -2.0498 0.5153
5 C 3.6595 -1.6759 -0.2066
6 C 3.8502 -0.2063 -0.5381
7 S 2.6016 0.2774 -1.7455
8 C 3.0290 2.0303 -1.8603
9 C 2.0829 2.7986 -2.7796
10 S 0.3608 2.9520 -2.2347
11 C 0.4659 4.2263 -0.9745
12 C 1.1749 3.8321 0.3103
13 S 0.6516 2.2862 1.1234
14 H 1.8601 0.4121 2.4870
15 H 1.5266 -0.5690 3.9348
16 H 2.0852 -2.6408 2.8209
17 H 3.3898 -1.5199 2.4372
18 H 3.7125 -2.2834 -1.1121
19 H 4.4366 -2.0314 0.4690
20 H 4.8362 -0.0405 -0.9760
21 H 3.7454 0.4246 0.3477
22 H 4.0482 2.0881 -2.2476
23 H 3.0207 2.4226 -0.8513
24 H 2.0314 2.3221 -3.7592
25 H 2.4768 3.8040 -2.9339
26 H -0.5741 4.4793 -0.7639
27 H 0.9373 5.1144 -1.4028
28 H 0.9450 4.5848 1.0666
29 H 2.2522 3.8494 0.1847
30 C -2.8790 1.5527 -0.2296
31 N -2.2478 0.5725 0.6757
32 C -2.9868 -0.7246 0.6286
33 C -2.7022 -1.5836 -0.5936
34 N -1.3576 -2.2055 -0.5501
35 C -1.3795 -3.3077 0.4223
36 C -0.8876 -2.6347 -1.8440
37 C -0.7119 -3.9869 -2.1418
38 C -0.2328 -4.3981 -3.3769
39 C 0.0865 -3.4595 -4.3432
40 C -0.0674 -2.1139 -4.0536
41 C -0.5535 -1.6838 -2.8187
42 S -0.7197 0.0674 -2.5952
43 C -2.1307 1.0503 2.0397
44 C -2.9248 2.0775 2.5292
45 C -2.7718 2.5365 3.8298
46 C -1.8386 1.9555 4.6753
47 C -1.0544 0.9139 4.2081
48 C -1.1836 0.4792 2.8963
49 S -0.1793 -0.8241 2.2497
50 H -3.9466 1.6673 -0.0208
51 H -2.7636 1.2165 -1.2565
52 H -2.3802 2.5140 -0.1170
53 H -4.0610 -0.5149 0.6647
54 H -2.7584 -1.2746 1.5381
55 H -2.7935 -0.9939 -1.5007
56 H -3.4664 -2.3694 -0.6407
57 H -2.1072 -4.0771 0.1369
58 H -1.6583 -2.9417 1.4026
59 H -0.3951 -3.7638 0.5002
60 H -0.9576 -4.7464 -1.4142
61 H -0.1198 -5.4567 -3.5775
62 H 0.4620 -3.7682 -5.3103
63 H 0.1974 -1.3626 -4.7874
64 H -3.6638 2.5436 1.8924
65 H -3.3987 3.3445 4.1844
66 H -1.7245 2.3050 5.6938
67 H -0.3283 0.4486 4.8639